[1]
Density functional theory data (ωB97M-V with the def2-TZVPD basis set) for a cluster of 4 separate species, C41H68ClFN4O14P2S in total.

XYZ file:
```
132
Properties=species:S:1:pos:R:3:mulliken_charge:R:1
C -6.690 -2.006 2.016 0.493
C -1.636 -5.081 1.172 0.683
C 8.193 4.423 -0.576 -0.727
C -10.597 -2.897 2.047 -0.783
H -12.975 -5.486 2.171 0.258
C 3.475 -6.600 -4.667 -0.608
N -3.572 -3.649 0.138 -0.116
C -0.255 -5.042 1.806 -0.379
H 1.099 1.204 2.294 0.363
S -2.280 -0.914 0.343 -0.421
H -4.087 -4.537 0.170 0.315
C -4.435 -2.676 0.797 -0.626
H 4.901 12.370 1.535 0.346
O 5.510 9.874 1.277 -0.482
H 7.299 9.168 -3.261 0.298
H -5.898 1.614 -0.325 0.249
H -7.996 -2.718 3.693 0.274
O 4.050 -5.337 -4.351 -0.188
C 0.546 -3.750 1.965 0.487
H -0.504 -4.257 -2.107 0.297
N -6.291 -4.432 1.186 -0.521
H 7.106 11.044 1.643 0.383
H 3.616 -0.134 0.291 0.184
H -3.684 1.340 2.713 0.348
H 5.460 -5.391 -5.867 0.309
C 4.586 3.815 -0.163 -0.507
C 4.804 2.613 -2.246 -0.473
H 4.647 2.873 0.385 0.178
C -9.051 -3.238 1.754 -0.101
H 8.107 5.008 -1.498 0.273
H 4.615 -1.188 -0.772 0.354
P 2.226 -3.808 2.785 0.172
H 5.883 2.777 -2.222 0.204
O 4.962 12.342 -0.536 -0.241
H 4.479 2.758 -3.280 0.394
O 5.953 9.263 -1.735 -0.345
H 0.327 -3.155 -0.960 0.024
H 6.016 5.038 0.882 0.556
H -3.448 1.495 0.914 0.344
O 2.446 -2.446 3.785 -0.456
H 3.104 -6.829 -0.768 0.401
O 4.113 3.610 -1.494 -0.483
N -11.028 -6.358 1.645 -0.658
H 5.254 -0.605 0.784 0.275
H -4.204 -7.565 2.017 0.303
C 6.880 8.515 -2.495 -0.702
C -5.330 2.437 1.721 -0.714
H -8.618 -1.290 2.772 0.370
C 5.325 8.472 -0.734 -0.365
H -12.234 -3.629 3.371 0.355
C -6.184 -0.575 2.127 -1.007
H -2.650 -6.830 -1.309 0.343
H -10.654 -1.995 2.743 0.361
H 5.890 5.378 -0.872 0.101
H 6.350 13.089 0.767 0.453
C 0.973 0.164 1.882 -0.300
C -8.111 -2.304 2.635 -0.790
O 2.339 -7.243 -2.584 -0.498
H -7.025 2.953 0.390 0.243
H 4.688 0.501 -2.643 0.470
H 4.168 -7.405 -4.400 0.354
C -11.352 -4.098 2.814 -0.711
C -5.810 -3.019 1.337 0.421
C -11.944 -5.192 1.780 -0.433
O 3.464 -3.972 1.632 -0.420
C 4.624 9.358 0.284 -0.538
C 6.359 10.939 0.851 -0.395
O 5.172 0.807 -0.679 -0.309
C -1.432 -2.462 0.893 0.463
H 1.544 -5.884 -3.953 0.177
O 1.559 -4.261 -2.192 -0.367
H -8.874 -4.320 2.066 0.255
C -5.958 2.588 0.253 -0.173
H 4.199 -4.398 2.128 0.336
O -3.334 -6.661 -0.629 -0.550
H 3.595 13.436 -1.578 0.232
H 7.698 8.159 -1.857 0.282
H 0.766 -5.818 -1.106 0.158
H -10.370 -6.139 0.878 0.299
H -2.169 -8.552 1.819 0.202
C -2.252 -3.741 0.725 -0.349
Cl 0.562 -6.542 2.448 -0.115
O -6.688 -4.571 -1.220 -0.463
H 8.436 5.080 0.266 0.309
H 3.246 13.268 0.153 0.317
H -6.828 0.202 2.639 0.067
H 8.999 3.698 -0.701 0.263
H 6.070 7.847 -0.227 0.250
O 6.997 3.713 -0.328 -0.317
H 6.013 -5.980 -4.263 0.317
C -3.988 -1.236 0.976 0.358
C 5.896 4.588 -0.112 -0.310
H 5.760 -4.247 -4.540 0.226
C 0.347 -3.580 -1.967 -0.429
C -4.833 -0.175 1.618 0.551
H 1.598 -7.577 -4.424 0.387
H -12.053 -4.631 0.794 0.250
H -4.857 3.420 2.032 0.397
H -8.803 -3.140 0.644 0.194
H -10.689 -4.557 3.609 0.326
H 4.058 10.160 -0.194 0.205
C 5.626 12.266 0.720 -0.593
H 4.587 7.828 -1.230 0.475
C -0.060 -2.415 1.487 0.456
H 3.818 4.423 0.323 0.438
H 6.895 10.676 -0.063 0.194
H 4.551 14.369 -0.405 0.309
H 3.691 -5.752 -2.028 0.288
C 4.043 13.415 -0.584 -0.773
C 2.160 -6.784 -3.923 -0.399
H 3.360 1.140 -1.629 0.303
C 2.801 -6.263 -1.654 -0.750
C 4.436 1.196 -1.833 -0.545
H 0.269 -2.771 -2.695 0.359
P -2.615 -6.636 0.915 0.910
H -11.119 -2.702 1.058 0.325
C 1.716 -5.283 -1.236 0.502
H 3.136 -1.875 3.366 0.276
C 4.628 -0.348 -0.071 -0.624
C -4.226 1.292 1.711 -0.656
N -1.802 -7.979 1.042 -0.815
O -3.826 -6.660 2.108 -0.522
C 5.391 -5.244 -4.784 -0.783
F -5.208 3.642 -0.392 -0.329
H 3.287 -6.621 -5.748 0.450
H 3.907 8.741 0.832 0.416
H -10.432 -6.417 2.481 0.279
C 0.682 -1.028 1.641 -0.992
C -6.645 -4.519 -0.037 0.650
H -6.122 2.170 2.481 0.359
H 6.387 7.667 -2.982 0.274
H 1.997 -4.807 -0.290 -0.169
```

Computed properties:
Net charge: 0
HOMO: -8.07 eV
Structure (SMILES): C#Cc1c2c(c(P(=N)(O)O)c(Cl)c1P(O)O)Nc1c(N=C=O)c(CCCCCN)cc(CCCF)c1S2.COCCOCCOC.COCCOCCOC.COCCOCCOC

---

[2]
Density functional theory data (ωB97M-V with the def2-TZVPD basis set) for a structure of composition C41H70CrN2O3P2S.

XYZ file:
```
120
Properties=species:S:1:pos:R:3:mulliken_charge:R:1
H -5.740 2.676 5.071 0.410
C -5.679 0.577 4.561 -0.607
H -4.131 3.687 0.016 0.330
H -3.839 4.770 -1.352 0.549
C -1.510 4.106 -0.113 -1.181
H -1.844 3.925 0.907 0.114
N -3.948 -0.925 1.736 0.335
C 4.533 3.072 -1.134 -1.834
H 5.911 -1.184 -1.381 0.590
H 1.930 -3.298 -3.913 0.354
C 2.629 -3.627 -1.889 -0.550
H 2.168 4.262 -0.711 0.351
C 5.016 -0.559 -1.312 -1.938
C -4.176 1.374 2.365 0.012
H -3.273 -2.944 2.695 0.070
C 4.699 -0.276 0.157 3.010
H -0.833 -0.374 2.250 0.339
H 0.455 -0.958 3.305 0.179
N -3.468 1.764 1.270 0.217
C -2.298 -2.092 -1.786 -1.268
C -5.227 -0.372 3.689 -0.620
H 3.749 -2.184 0.593 0.491
H 4.682 -1.547 1.946 0.328
C -3.214 -0.564 0.720 -1.199
H -1.822 -3.877 2.305 0.256
H -0.817 3.266 -2.748 0.200
H -5.138 -2.733 0.758 0.230
C 1.478 1.455 4.057 -1.964
H 2.079 2.351 3.889 0.405
C -4.455 0.020 2.574 0.054
H 0.860 1.611 4.947 0.438
C -3.018 0.858 0.452 -0.609
C -2.884 -3.749 2.080 -1.601
C 2.617 0.185 1.537 -0.670
H 1.117 -1.803 -5.224 0.251
H -0.300 -0.716 -5.232 0.283
H -4.463 3.158 -1.632 0.318
H 5.660 0.681 1.847 0.292
O 1.479 -1.595 -0.632 -0.572
H -1.664 5.167 -0.331 0.647
C -3.115 0.878 -2.359 -1.478
H -1.853 -1.236 -2.278 -0.316
C 0.718 -0.855 -4.869 -0.979
H 1.734 -2.583 2.072 0.037
H 5.346 2.356 -1.242 0.250
H 3.954 2.285 -3.479 0.457
H -2.485 3.294 -3.319 0.336
C 3.218 1.779 -2.845 -1.714
H -3.903 1.608 -2.510 0.526
H -1.780 4.748 -2.612 0.578
H 0.855 -4.051 2.544 0.647
H 2.578 -4.201 0.543 0.720
H 1.006 -4.977 0.314 0.712
H -0.857 0.018 3.981 0.598
H 6.039 1.458 0.312 0.220
H -6.270 0.286 5.421 0.401
H 2.254 1.862 -3.344 0.424
C 4.658 -1.646 0.860 -2.480
O -0.239 1.067 -3.459 -0.651
Cr 0.362 0.245 -0.682 0.791
S 1.180 -3.030 -0.998 0.807
H 4.187 -1.089 -1.791 0.050
C 3.381 0.475 0.394 -0.589
C 1.488 1.010 1.606 0.368
C 1.007 -3.323 1.746 -0.426
H -1.036 2.402 3.519 0.615
C -5.380 1.944 4.360 -0.652
C -4.642 2.342 3.280 -0.442
H -3.588 -0.067 -2.122 0.344
H 1.330 -0.031 -5.236 0.296
C 2.782 -3.048 -3.281 -1.045
P -2.181 -1.956 0.040 1.984
C 3.163 2.451 -1.455 2.661
H -2.654 -4.689 -1.221 0.333
C 2.186 3.629 -1.602 -2.054
H 2.509 -4.715 -1.902 0.624
H 4.555 3.458 -0.113 0.330
O 0.756 -0.918 -3.441 -0.023
H 4.735 3.898 -1.822 0.524
C -2.312 3.297 -1.130 1.614
C 1.504 -4.020 0.490 -1.195
H -1.663 -2.938 -2.042 0.513
H -3.395 -4.676 2.360 0.554
H 2.496 4.247 -2.449 0.584
H -2.824 -5.612 0.267 0.565
C 2.714 1.539 -0.305 1.019
H 3.684 -3.453 -3.743 0.436
H -0.442 3.907 -0.185 0.146
H -3.303 -2.267 -2.172 0.392
H 0.071 -2.796 1.572 -0.488
H -2.531 0.779 -3.271 0.263
H 2.866 -1.964 -3.235 -0.058
C 5.870 0.496 0.792 -1.629
C 1.551 1.852 0.462 -2.090
H 2.857 -0.575 2.267 0.593
H 5.529 -2.240 0.567 0.521
C -1.811 3.658 -2.541 -1.916
H -1.352 -4.683 -0.021 0.288
C -2.436 -4.681 -0.154 -1.885
H -5.014 -4.478 0.518 0.543
H 3.471 0.724 -2.801 -0.132
H 0.150 3.264 2.520 0.358
C 0.246 0.176 -2.782 0.736
C -3.100 -3.503 0.582 2.044
H -1.000 2.153 1.777 -0.274
H 5.207 0.346 -1.884 0.286
H -5.431 -1.427 3.828 0.441
H 2.162 0.629 4.258 0.279
C -0.207 -0.112 3.110 -2.166
H 3.485 -3.386 -1.256 0.270
C -4.589 -3.510 0.233 -1.912
H 1.171 3.279 -1.810 -0.010
H 6.794 -0.087 0.721 0.473
H -4.749 -3.392 -0.842 0.312
C 0.600 1.161 2.831 2.497
H 0.993 2.768 0.365 0.201
P -2.026 1.433 -0.982 2.047
C -0.375 2.314 2.651 -1.901
C -3.779 3.733 -1.010 -1.992
H -4.398 3.381 3.098 0.448
```

Computed properties:
Energy relative to the best compared isomer or geometry (same formula, charge and spin): 14.6 kcal per mole
Net charge: 0
Multiplicity: 5
HOMO (spin up / spin down): -6.42 / -6.64 eV

---

[3]
Density functional theory data (ωB97M-V with the def2-TZVPD basis set) for a structure of composition C41H70F6MnO23.

XYZ file:
```
141
Properties=species:S:1:pos:R:3:mulliken_charge:R:1
H -4.509 2.634 -0.698 0.123
H -5.197 2.625 1.058 0.449
H -4.079 0.103 -3.060 -0.127
O -2.968 -1.735 4.019 -0.322
H 2.671 -1.583 1.551 -0.797
Mn 0.420 0.550 -0.560 1.842
C -3.510 -0.787 4.786 0.946
H -1.427 -4.655 -1.576 0.321
H 1.753 0.973 5.507 0.387
H -4.571 3.172 7.440 0.362
H -0.432 -1.154 5.410 0.262
H -6.145 2.730 6.684 0.241
F -0.902 0.877 -5.474 -0.224
H -1.502 4.924 3.896 0.507
H 3.069 2.943 -1.979 -0.149
C 4.561 2.640 2.786 -1.368
O 0.411 0.667 -2.685 0.372
O -4.020 -0.046 -0.522 -0.256
O 2.920 -2.171 -5.483 -0.375
C 1.403 3.456 0.665 -0.347
H 0.513 -6.057 -1.463 0.427
H 4.929 1.645 2.535 0.210
C 3.836 2.169 -1.990 -0.478
H -3.608 0.229 7.438 0.405
C 4.257 -2.335 0.229 0.426
O -3.157 -1.222 6.082 -0.346
H -2.022 3.612 -4.304 0.223
H 0.035 1.157 5.386 0.159
H 4.029 2.724 3.734 0.318
C 4.285 -5.179 -6.732 -0.700
C -3.973 -0.760 7.162 -0.944
H 2.591 -4.096 1.867 0.003
H -5.499 -1.594 -4.802 0.368
H 1.112 -5.348 0.047 0.256
C 1.329 -4.065 -1.602 -0.032
H -3.402 -2.678 2.355 0.338
H -5.753 0.296 0.638 0.299
O -0.560 -3.152 -0.568 -0.363
H 4.320 3.047 0.723 -0.124
H 1.097 -1.375 -4.943 0.251
H 4.638 -5.228 -7.762 0.263
C 3.293 -3.498 -5.317 0.640
C -1.740 3.951 3.466 -0.300
C -2.883 3.754 -2.472 -0.981
O -2.325 3.273 6.065 -0.637
F 0.245 2.712 -5.743 -0.374
H 4.105 -1.470 2.255 0.476
C -2.496 -1.486 -3.261 1.648
C 1.040 1.061 3.524 2.213
H 4.972 2.396 -3.807 0.526
C -4.788 -1.793 -4.000 -0.611
H -1.227 -5.068 0.225 0.321
H -0.931 3.302 3.801 0.134
H 4.723 2.547 -1.481 0.450
C 4.697 -4.227 1.725 -0.606
C 3.462 -3.576 2.265 -0.346
H -4.847 1.573 6.752 -0.139
H -3.208 4.767 -2.710 0.439
H 4.898 -1.539 -0.152 0.093
F 0.954 4.757 2.660 -0.293
H 0.561 1.997 3.239 -1.271
H 3.913 4.403 1.529 0.504
H -2.772 3.868 -1.394 -0.020
O 2.455 2.784 1.527 0.378
C 3.586 -2.173 1.603 0.693
C 0.887 0.656 4.927 -0.552
H 3.390 1.749 -4.081 -0.070
C -3.291 1.715 0.874 1.411
O -2.835 -2.866 -3.396 -0.410
H 1.902 3.629 -0.289 -0.400
H 1.267 -1.634 4.995 0.193
H 3.469 -5.898 -6.651 0.304
H -3.662 3.042 -2.745 0.274
H 2.105 1.081 3.292 -0.577
H 1.257 -4.092 -2.690 0.287
H 5.455 3.245 2.932 0.428
H 5.502 -4.017 2.428 0.316
C 0.172 1.525 -5.042 0.338
C 0.595 -5.134 -0.888 -0.857
H -3.879 -1.017 2.275 0.136
H 2.506 -0.441 -4.435 -0.367
H -1.672 3.980 2.378 -0.108
O 0.392 2.481 0.527 -0.307
H 3.537 -2.443 -0.581 -0.509
H -3.670 -2.954 -5.312 0.264
C -5.061 2.635 6.628 -0.318
H -3.362 -0.158 -4.610 0.293
H -5.364 -1.882 -3.079 0.202
O 3.073 -4.212 -4.369 -0.505
C 4.959 0.461 -3.165 -0.440
F -0.258 5.392 1.026 -0.260
O 0.085 -1.122 3.545 -0.388
H 4.862 -0.122 -4.081 0.263
H -5.877 0.783 -0.959 0.476
H -4.472 -3.896 -4.196 0.403
C -3.077 -1.671 2.617 -0.306
C -5.133 0.687 -0.168 -0.674
C 3.511 0.865 -1.350 0.225
C -4.648 2.129 0.258 -0.655
C -3.970 -2.931 -4.265 -0.675
C -2.915 0.566 0.016 -0.356
C 3.806 3.325 1.644 -0.110
H -3.424 1.382 1.903 -0.159
C 2.118 -1.450 -4.569 0.542
C 4.232 1.713 -3.389 -0.536
H 2.130 -1.858 -3.558 -0.219
C 0.642 -2.824 -1.044 -0.219
C 0.947 4.841 1.257 0.504
C 0.479 -0.892 4.872 -0.389
C -0.848 -4.553 -0.658 -0.598
H -2.485 2.449 0.846 -0.771
H 3.461 -3.592 3.355 0.377
C -3.212 3.261 5.197 0.862
O -4.529 3.168 5.484 -0.354
O 4.946 -3.611 0.408 -0.553
C -1.654 3.426 -3.295 -0.355
F 1.283 0.961 -5.324 -0.218
O -1.227 2.152 -3.116 0.197
H 6.033 0.544 -3.000 0.373
H -5.045 -0.938 7.244 0.362
H -2.149 -1.381 2.126 -0.010
O 2.586 0.630 -0.613 0.428
H -2.282 -1.208 -2.229 -0.999
H 0.876 2.499 -3.489 0.079
H 4.592 -5.302 1.575 0.355
H 5.106 -5.579 -6.137 0.299
H 2.370 -4.083 -1.279 0.175
C -3.714 -0.682 -3.721 -0.119
C 0.475 -0.128 2.754 -0.510
O -4.205 0.150 4.354 -0.628
H -1.631 -1.106 -3.806 -0.335
F 1.781 5.846 1.022 -0.289
C 0.097 1.745 -3.611 -0.479
O 0.996 -1.639 -1.116 0.515
O 3.910 -3.790 -6.500 -0.316
O -3.048 3.457 3.838 -0.238
O 4.202 -0.034 -2.077 -0.481
H -0.922 4.201 -3.069 0.242
H -3.762 -1.446 7.982 0.357
O -1.745 0.203 -0.238 -0.242
O 0.406 -0.258 1.518 0.630
```

Computed properties:
Net charge: 0
Multiplicity: 6
HOMO (spin up / spin down): -7.89 / -8.38 eV

---

no.,M (g/mol),E (eV),maximum force (eV Å⁻¹)
1,989.5,-122885.374,4.16
2,785.0,-110609.682,0.65
3,1099.9,-138366.670,6.89